{"formula": "C5H33N2O10", "method": "ωB97M-V with the def2-TZVPD basis set", "species": ["C", "N", "C", "C", "C", "O", "C", "N", "H", "H", "H", "H", "H", "H", "H", "H", "H", "H", "H", "H", "H", "H", "H", "H", "H", "O", "H", "H", "O", "H", "H", "O", "H", "H", "O", "H", "H", "O", "H", "H", "O", "H", "H", "O", "H", "H", "O", "H", "H", "O"], "positions_angstrom": [[1.88, -1.67, 2.11], [0.95, -1.68, 0.98], [-0.41, -1.50, 1.28], [-1.19, -2.50, 2.19], [-1.96, -1.89, 3.37], [-2.58, -0.71, 2.75], [3.28, -1.21, 1.58], [3.34, 0.25, 1.12], [1.99, -2.74, 2.41], [1.73, -1.19, 3.09], [1.34, -0.97, 0.34], [-0.90, -1.40, 0.30], [-0.71, -0.64, 1.93], [-0.49, -3.07, 2.84], [-1.88, -3.05, 1.54], [-2.73, -2.55, 3.72], [-1.38, -1.40, 4.16], [-3.20, -0.32, 3.38], [3.31, -1.72, 0.60], [4.08, -1.59, 2.22], [2.42, 0.48, 0.74], [3.64, 0.90, 1.83], [3.96, 0.27, 0.31], [3.07, 3.33, 0.33], [2.81, 3.21, 1.82], [2.89, 2.67, 1.02], [-1.58, 3.24, -3.42], [-1.01, 2.47, -2.32], [-1.49, 3.30, -2.46], [0.63, 0.90, -1.03], [0.21, 1.68, 0.27], [0.76, 0.97, -0.08], [-1.28, -1.25, -3.68], [-1.62, -0.71, -5.08], [-1.05, -1.32, -4.61], [2.06, 0.42, -1.98], [2.65, -0.87, -2.36], [2.74, -0.22, -1.64], [-3.24, -0.39, -1.73], [-2.82, 0.70, -2.75], [-2.74, -0.21, -2.54], [-2.26, 3.26, 0.56], [-1.17, 2.82, -0.27], [-1.56, 2.59, 0.59], [0.53, 0.06, -3.60], [1.40, 1.19, -4.03], [0.98, 0.85, -3.23], [-3.27, -0.93, 0.50], [-3.65, 0.49, 0.79], [-3.13, -0.05, 0.19]], "mulliken_spin": [0.0102, 0.6333, 0.1146, 0.0910, 0.0006, 0.0238, 0.0076, 0.0017, 0.0360, 0.0247, -0.0340, -0.0128, 0.0938, 0.0021, 0.0127, 0.0041, -0.0030, -0.0005, -0.0049, -0.0014, -0.0036, 0.0001, -0.0001, 0.0000, 0.0000, 0.0000, 0.0000, 0.0000, 0.0000, -0.0016, -0.0014, 0.0066, 0.0000, 0.0000, 0.0000, 0.0002, 0.0000, -0.0005, -0.0001, 0.0000, -0.0001, 0.0000, 0.0002, -0.0001, 0.0000, 0.0000, 0.0000, -0.0003, 0.0002, 0.0005], "charge": 2, "lumo_ev": [-5.450, -10.457], "orbital_gap_ev": [10.68, 5.67], "e_above_lowest_ev": 3.1959, "s_squared": 0.755, "spin_multiplicity": 2}

---

{"formula": "C5H33NO12", "method": "ωB97M-V with the def2-TZVPD basis set", "species": ["C", "C", "N", "C", "C", "C", "O", "H", "H", "H", "H", "H", "H", "H", "H", "H", "H", "H", "O", "H", "H", "O", "H", "H", "O", "H", "H", "O", "H", "H", "O", "H", "H", "O", "H", "H", "O", "H", "H", "O", "H", "H", "O", "H", "H", "O", "H", "H", "O", "H", "H"], "positions_angstrom": [[1.54, -1.96, 2.52], [2.05, -2.52, 1.18], [1.25, -1.86, 0.10], [1.04, -2.74, -1.06], [1.75, -2.19, -2.30], [1.26, -0.88, -2.89], [0.15, -0.42, -2.90], [2.09, -1.08, 2.82], [0.47, -1.80, 2.40], [1.43, -2.67, 3.34], [1.95, -3.61, 1.15], [3.09, -2.21, 1.06], [0.30, -1.71, 0.42], [-0.01, -2.98, -1.23], [1.31, -3.80, -0.91], [2.83, -2.23, -2.19], [1.41, -2.78, -3.18], [2.02, -0.48, -3.58], [-0.07, 1.46, -0.26], [-0.82, 1.10, 0.16], [0.57, 0.79, -0.51], [2.70, 0.51, -0.91], [3.36, 1.03, -0.40], [2.64, -0.38, -0.55], [0.86, 3.43, 1.37], [0.67, 2.84, 0.62], [-0.01, 3.45, 1.79], [2.79, 2.02, 2.87], [2.17, 2.67, 2.46], [2.76, 1.28, 2.21], [-1.86, 3.61, 2.29], [-1.72, 3.10, 3.09], [-1.99, 2.91, 1.67], [-0.83, 0.82, 3.36], [-0.84, -0.11, 3.10], [0.14, 1.06, 3.46], [-2.46, -2.84, -2.21], [-3.22, -2.28, -2.42], [-1.62, -2.41, -2.09], [-0.88, 1.96, -2.99], [-0.77, 1.90, -2.00], [-0.21, 2.42, -3.48], [-1.41, -1.14, 1.65], [-2.23, -1.62, 1.70], [-1.77, -0.22, 1.54], [-2.99, 0.69, 0.57], [-3.11, 0.00, -0.15], [-3.81, 1.19, 0.46], [-3.10, -0.20, -1.84], [-2.29, -0.27, -2.33], [-3.57, 0.51, -2.23]], "mulliken_charge": [-0.5882, -0.4537, 0.0407, -0.4298, -0.5003, -0.1226, -0.3688, 0.2344, -0.0939, 0.3789, 0.3782, 0.3005, -0.0582, 0.0366, 0.3787, 0.3763, 0.3415, 0.3203, -0.5620, 0.2084, 0.4057, -0.6417, 0.2659, 0.2543, -0.7506, 0.3958, 0.3739, -0.6750, 0.4282, 0.2687, -0.7458, 0.3505, 0.3305, -0.6543, 0.3321, 0.3580, -0.6882, 0.3245, 0.3528, -0.6201, 0.3845, 0.2589, -0.6752, 0.1951, 0.4021, -0.6783, 0.4123, 0.2360, -0.6415, 0.3299, 0.2942], "lumo_ev": 0.006, "orbital_gap_ev": 9.89, "e_above_lowest_ev": 3.3895, "smiles": "CCNCCC=O.O.O.O.O.O.O.O.O.O.O.O"}

---

{"formula": "C5H33NO12", "method": "ωB97M-V with the def2-TZVPD basis set", "species": ["N", "C", "C", "O", "C", "C", "C", "O", "H", "H", "H", "H", "H", "H", "H", "H", "H", "H", "H", "H", "H", "O", "H", "H", "O", "H", "H", "O", "H", "H", "O", "H", "H", "O", "H", "H", "O", "H", "H", "O", "H", "H", "O", "H", "H", "O", "H", "H", "O", "H", "H"], "positions_angstrom": [[0.23, 1.43, -1.13], [-0.33, 0.73, 0.06], [0.72, 0.20, 0.97], [0.98, -1.17, 0.82], [-1.20, 1.82, 0.89], [-2.30, 1.32, 1.73], [-3.26, 0.59, 0.60], [-3.17, -0.71, 0.96], [-0.22, 1.12, -2.01], [1.15, 1.15, -1.38], [-0.79, -0.14, -0.32], [0.37, 0.39, 2.06], [1.82, 0.53, 0.66], [0.26, -1.76, 1.23], [-1.68, 2.52, 0.11], [-0.52, 2.37, 1.47], [-2.80, 2.13, 2.26], [-2.01, 0.50, 2.37], [-2.79, 0.77, -0.35], [-4.28, 0.91, 0.61], [-3.68, -1.18, 0.25], [2.75, -2.03, -2.43], [1.95, -2.40, -2.02], [2.71, -1.06, -2.26], [-0.04, -1.09, -2.37], [-0.85, -1.25, -2.71], [0.57, -1.50, -2.99], [-1.03, -3.44, 0.52], [-1.50, -3.76, 1.20], [-0.32, -4.00, 0.01], [2.83, 1.43, -2.41], [3.20, 2.16, -1.84], [2.42, 1.99, -3.15], [-0.75, -1.78, 2.69], [-0.41, -2.46, 2.95], [-1.63, -1.62, 2.36], [-2.10, 0.42, -3.23], [-1.49, 0.24, -3.89], [-1.94, 1.26, -2.95], [1.50, -3.81, -0.28], [2.44, -4.10, -0.21], [1.15, -3.30, 0.45], [0.68, 4.36, -0.16], [0.60, 3.71, -0.88], [0.09, 4.10, 0.58], [1.14, 3.05, 2.56], [0.36, 3.59, 2.78], [1.66, 3.44, 2.00], [3.49, -2.16, 1.37], [3.00, -1.99, 0.54], [3.02, -1.53, 1.93]], "mulliken_charge": [-0.3269, 0.9573, -0.6899, -0.1952, -0.6537, -0.3883, -0.2408, -0.5214, 0.0805, 0.0893, 0.5453, 0.0854, 0.1417, 0.2832, 0.5134, -0.8149, 0.4256, 0.1050, 0.0352, 0.4943, 0.2801, -0.6893, 0.2734, 0.3269, -0.5493, 0.2359, 0.2864, -0.5880, 0.2409, 0.3474, -0.6977, 0.3286, 0.3224, -0.5597, 0.1790, 0.2397, -0.6190, 0.3111, 0.3088, -0.7373, 0.3125, 0.4835, -0.7093, 0.3345, 0.3433, -0.5579, 0.3150, 0.2811, -0.6623, 0.3371, 0.3568], "lumo_ev": 0.133, "orbital_gap_ev": 9.26, "e_above_lowest_ev": 7.5060, "smiles": "N[C@@H](CO)CCCO.O.O.O.O.O.O.O.O.O.O"}

---

{"formula": "C5H34N2O10", "method": "ωB97M-V with the def2-TZVPD basis set", "species": ["C", "C", "C", "C", "N", "C", "N", "H", "H", "H", "H", "H", "H", "H", "H", "H", "H", "H", "H", "H", "H", "O", "H", "H", "O", "H", "H", "O", "H", "H", "O", "H", "H", "O", "H", "H", "O", "H", "H", "O", "H", "H", "O", "H", "H", "O", "H", "H", "O", "H", "H"], "positions_angstrom": [[0.21, 1.25, 0.28], [0.18, 1.40, 1.83], [-0.98, 2.24, 2.25], [0.06, -0.08, 2.48], [1.14, -1.03, 2.08], [0.73, -2.42, 1.90], [-0.18, -2.58, 0.76], [1.01, 0.54, 0.04], [-0.76, 0.91, 0.07], [0.53, 2.14, -0.21], [1.25, 1.78, 2.20], [-1.96, 1.96, 1.90], [-0.67, 3.34, 1.77], [-0.97, 2.34, 3.35], [0.13, 0.06, 3.52], [-0.89, -0.51, 2.22], [1.51, -0.69, 1.18], [0.49, -2.96, 2.84], [1.72, -3.03, 1.73], [-0.92, -1.92, 0.75], [-0.67, -3.50, 0.59], [2.78, 1.79, -1.99], [2.67, 0.96, -2.58], [3.14, 1.57, -1.06], [0.77, 3.10, -2.77], [0.68, 2.67, -1.97], [1.70, 3.30, -2.63], [-3.35, 1.60, -0.56], [-3.01, 0.81, -0.85], [-3.81, 2.08, -1.15], [4.02, 0.67, 0.84], [3.43, 0.85, 1.49], [3.92, -0.31, 0.67], [-3.31, -2.00, 1.22], [-3.26, -1.18, 1.81], [-4.14, -1.93, 0.89], [-0.09, -2.11, -2.14], [-0.07, -2.69, -1.36], [0.82, -1.79, -2.15], [-2.09, -0.57, -1.51], [-1.11, -0.70, -1.57], [-2.45, -1.32, -1.07], [-4.06, 0.53, 1.62], [-4.35, 0.64, 0.71], [-3.23, 1.05, 1.53], [3.06, -1.32, -0.55], [2.39, -1.88, -0.25], [3.59, -1.91, -1.27], [1.44, -0.36, -3.61], [1.16, -0.69, -4.45], [0.85, 0.40, -3.48]], "mulliken_charge": [-0.3829, 0.6481, -0.9661, -0.8451, -0.0341, -0.7457, -0.2218, 0.4758, -0.2605, 0.4581, 0.0976, 0.2664, 0.2989, 0.4282, 0.4825, 0.0509, -0.1954, 0.2793, 0.3420, 0.0801, 0.3028, -0.6257, 0.3272, 0.3386, -0.6642, 0.3313, 0.3513, -0.6170, 0.4713, 0.2362, -0.6660, 0.3230, 0.3559, -0.6529, 0.3888, 0.2819, -0.7127, 0.3780, 0.3315, -0.6862, 0.2326, 0.3033, -0.8339, 0.3791, 0.0318, -0.6843, 0.2553, 0.3150, -0.6498, 0.2682, 0.3335], "lumo_ev": 0.043, "orbital_gap_ev": 9.64, "e_above_lowest_ev": 4.3505, "smiles": "CC(C)CNCN.O.O.O.O.O.O.O.O.O.O"}

---

Number 1: total energy -1071.5222 Ha. Number 2: total energy -1167.8991 Ha. Number 3: total energy -1167.7478 Ha. Number 4: total energy -1072.7104 Ha.